Run i
The following is a DFT calculation (the ωB97M-V functional and the def2-TZVPD basis) of 2 unconnected molecules or ions with the total composition C5H14N2O.

XYZ file:
```
22
Properties=species:S:1:pos:R:3:lowdin_charge:R:1
C 1.104 2.322 0.962 -0.081
N 0.314 1.206 1.435 -0.027
C -0.696 0.666 0.638 -0.565
C -1.681 -0.178 1.431 -0.008
O -1.083 1.294 -0.385 -0.047
H 1.936 1.964 0.354 0.079
H 0.500 2.975 0.333 0.081
H 1.497 2.897 1.803 0.084
H 0.265 1.048 2.429 0.126
H -2.376 -0.661 0.749 0.084
H -2.251 0.453 2.116 0.089
H -1.157 -0.941 2.004 0.079
C 0.519 -2.451 -1.260 -0.097
C 0.720 -0.951 -1.221 -0.373
N 0.044 -0.215 -2.201 -0.019
H 0.912 -2.851 -2.196 0.073
H 1.029 -2.933 -0.428 0.069
H -0.544 -2.695 -1.209 0.070
H 1.770 -0.660 -1.151 0.109
H 0.259 -0.510 -0.127 0.112
H -0.173 0.772 -1.770 0.091
H -0.909 -0.551 -2.305 0.070
```

Results
Total charge   0
LUMO   0.8 eV
SMILES   CNC(C)=O.CCN

---

Run ii
The following is a DFT calculation (the ωB97M-V functional and the def2-TZVPD basis) of a molecular structure, C5H14N2O.

XYZ file:
```
22
Properties=species:S:1:pos:R:3:lowdin_charge:R:1
C 0.874 -0.553 0.645 -0.439
C 1.177 -1.742 -0.216 -0.026
C 0.304 -0.772 2.016 -0.038
N 1.451 0.625 0.476 -0.075
O 2.110 0.733 -0.780 -0.055
H 2.650 1.525 -0.674 0.103
H 0.465 1.560 0.479 0.102
H -0.746 -0.108 -0.039 0.074
H 0.430 -2.519 -0.062 0.086
H 2.154 -2.155 0.057 0.097
H 1.218 -1.470 -1.268 0.079
H -0.580 -1.409 1.967 0.086
H 1.040 -1.267 2.654 0.092
H 0.034 0.175 2.485 0.088
C -1.338 0.891 -1.905 -0.092
C -1.496 0.698 -0.415 -0.472
N -2.674 0.759 0.099 0.047
H -2.684 0.487 1.082 0.028
H -0.468 1.761 0.226 0.106
H -1.899 1.769 -2.224 0.075
H -0.284 0.988 -2.166 0.055
H -1.738 0.025 -2.438 0.078
```

Results
Total charge   0
LUMO   0.6 eV

---

Run iii
The following is a DFT calculation (the ωB97M-V functional and the def2-TZVPD basis) of C5H14N2O in the gas phase.

XYZ file:
```
22
Properties=species:S:1:pos:R:3:lowdin_charge:R:1
C 0.003 -2.009 3.741 -0.150
N -0.634 -1.685 2.451 -0.129
C 0.290 -0.869 1.598 -0.222
C -0.620 -0.161 0.566 -0.210
N 0.061 -0.049 -0.737 -0.092
C -0.052 1.224 -1.407 -0.254
C 0.327 1.139 -2.880 -0.238
O 0.563 2.445 -3.468 -0.093
H 0.937 -1.487 3.982 0.072
H -0.748 -1.868 4.524 0.065
H 0.286 -3.071 3.843 0.070
H -0.803 -2.562 1.980 0.091
H 1.070 -1.499 1.180 0.104
H 0.797 -0.050 2.120 0.109
H -0.816 0.846 0.964 0.116
H -1.565 -0.691 0.523 0.101
H -0.037 -0.876 -1.301 0.108
H 0.694 1.849 -0.875 0.128
H -1.065 1.640 -1.352 0.121
H 1.305 0.672 -3.027 0.118
H -0.501 0.675 -3.423 0.116
H 0.495 3.068 -2.729 0.070
```

Results
Total charge   0
LUMO   1.0 eV
SMILES   CNCCNCCO

---

Run iv
The following is a DFT calculation (the ωB97M-V functional and the def2-TZVPD basis) of 2 unconnected molecules or ions with the total composition C5H14N2O.

XYZ file:
```
22
Properties=species:S:1:pos:R:3:lowdin_charge:R:1
C 3.154 1.752 -1.893 -0.067
N 2.117 1.083 -2.272 -0.043
C 1.729 -0.044 -1.437 -0.324
C 0.343 -0.543 -1.893 -0.124
H 3.784 1.535 -0.987 0.085
H 3.402 2.612 -2.549 0.066
H 2.394 -0.920 -1.564 0.116
H 1.664 0.186 -0.385 0.092
H -0.015 -1.362 -1.235 0.055
H -0.415 0.269 -1.787 0.079
H 0.396 -0.872 -2.941 0.071
N -0.862 0.142 3.100 -0.006
C -1.889 0.191 2.029 -0.250
C -1.573 -0.934 0.992 -0.250
O -2.475 -0.848 -0.136 -0.093
H -1.258 0.090 4.034 0.061
H -0.372 1.028 3.089 0.057
H -2.109 1.122 1.535 0.102
H -2.879 -0.094 2.425 0.107
H -1.648 -1.919 1.464 0.118
H -0.564 -0.779 0.658 0.066
H -2.923 -1.696 -0.247 0.082
```

Results
Total charge   0
LUMO   1.0 eV
SMILES   C=NCC.NCCO

---

How far above the most stable structure does each one sit? In eV: run i 0.000; run ii 4.295; run iii 0.563; run iv 0.654.